Arrangement P

# CH4N2PS

A cluster of 2 separate species, CH4N2PS in total (the ωB97M-V functional and the def2-TZVPD basis, the Open Molecules 2025 dataset).

HOMO-LUMO gap   4.2 eV
Charge   +1

The geometry in XYZ format:
```
9
Properties=species:S:1:pos:R:3:nbo_charge:R:1
C -0.5321 -1.4465 -0.8240 -0.048
N -1.1711 -2.4338 -0.2228 -0.714
N 1.6017 3.5832 1.0710 -1.002
P 2.2439 4.7725 0.5649 1.499
S 0.3590 -0.2634 -0.2045 -0.216
H -0.5961 -1.6653 -1.8561 0.179
H -1.6218 -3.0099 -0.8896 0.399
H -1.3484 -2.4566 0.7193 0.402
H 1.0650 2.9197 1.6416 0.501
```

***

Arrangement Q

# CH4N2PS

A cluster of 2 separate species, CH4N2PS in total (the ωB97M-V functional and the def2-TZVPD basis, the Open Molecules 2025 dataset).

HOMO-LUMO gap   4.1 eV
Charge   +1

The geometry in XYZ format:
```
9
Properties=species:S:1:pos:R:3:nbo_charge:R:1
C 0.4825 -1.0621 0.7451 -0.065
N 0.6976 -2.3113 1.1570 -0.747
N -1.2835 3.2037 -1.5888 -0.979
P -2.4190 2.9536 -2.4792 1.494
S 0.6409 -0.5601 -0.7873 -0.174
H 0.3564 -0.4140 1.6204 0.189
H 1.2005 -2.3604 2.0479 0.398
H 0.7715 -3.1112 0.6068 0.405
H -0.4470 3.6619 -1.3219 0.478
```

***

Q: Which of them is the most stable? A: arrangement P.

***

Arrangement P

# C8H10N2O2

A cluster of 2 separate species, C8H10N2O2 in total (the ωB97M-V functional and the def2-TZVPD basis, the Open Molecules 2025 dataset).

HOMO-LUMO gap   8.3 eV
Charge   0
SMILES   [H]/N=c1/[nH]cco1.C1=CCOC=C1

The geometry in XYZ format:
```
22
Properties=species:S:1:pos:R:3:nbo_charge:R:1
C -1.0272 -0.9999 -0.8961 -0.098
C -2.3934 0.9447 -1.2548 0.210
C -3.5563 0.2498 -1.2133 -0.397
C -3.4572 -1.1842 -1.1125 -0.205
C -2.2662 -1.7756 -0.9681 -0.236
C 2.3784 0.8320 0.4618 0.668
C 3.4052 1.0354 2.3684 -0.100
C 3.9928 0.0217 1.7065 0.042
H -0.5845 -1.0398 0.1095 0.184
H -0.2563 -1.4392 -1.5603 0.180
H -2.3782 2.0287 -1.3917 0.190
H -4.5168 0.7504 -1.2991 0.223
H -4.3561 -1.7996 -1.0550 0.212
H -2.1707 -2.8616 -0.8617 0.210
H 1.3908 -0.0620 -0.8417 0.346
H 1.4906 1.7894 1.9484 0.414
H 3.5653 1.4013 3.3718 0.221
H 4.7006 -0.7394 1.9294 0.221
N 1.2938 0.7052 -0.1851 -0.727
N 2.4261 1.6892 1.5546 -0.610
O -1.1749 0.3985 -1.2313 -0.475
O 3.4942 0.0550 0.4202 -0.473
```

***

Arrangement Q

# C8H10N2O2

An isolated molecule of C8H10N2O2 (the ωB97M-V functional and the def2-TZVPD basis, the Open Molecules 2025 dataset).

HOMO-LUMO gap   9.7 eV
Charge   0
SMILES   COc1ccccc1C(=O)NN

The geometry in XYZ format:
```
22
Properties=species:S:1:pos:R:3:nbo_charge:R:1
C -0.9367 -0.2447 -2.6668 -0.264
C 0.4200 0.5717 -0.9041 0.311
C 1.2538 1.6464 -1.0746 -0.258
C 1.4486 2.4184 0.0494 -0.181
C 0.8574 2.0956 1.2646 -0.249
C 0.1015 0.8939 1.4166 -0.183
C -0.2079 0.2054 0.2785 -0.192
C -1.1091 -1.0926 0.5506 0.661
H -0.7383 -0.3879 -3.7482 0.187
H -1.5579 0.6888 -2.4709 0.188
H -1.4641 -1.1531 -2.3896 0.198
H 1.7125 1.8134 -1.9957 0.232
H 2.1099 3.3904 -0.0558 0.215
H 1.2060 2.8171 2.0837 0.224
H -0.0690 0.5147 2.4226 0.240
H -0.9339 -2.9715 1.0829 0.417
H 1.1972 -2.7684 2.2719 0.372
H 1.4444 -1.3786 1.6619 0.365
N -0.4926 -2.0296 1.2624 -0.458
N 0.6523 -1.8888 2.1164 -0.661
O 0.3783 -0.1640 -2.0748 -0.530
O -2.2520 -1.3485 0.0749 -0.633
```

***

Arrangement R

# C8H10N2O2

A cluster of 2 separate species, C8H10N2O2 in total (the ωB97M-V functional and the def2-TZVPD basis, the Open Molecules 2025 dataset).

HOMO-LUMO gap   8.6 eV
Charge   0

The geometry in XYZ format:
```
22
Properties=species:S:1:pos:R:3:nbo_charge:R:1
C -1.0742 0.8294 1.3383 -0.006
C -0.0884 1.7968 1.4737 -0.148
C 0.6321 0.7637 -0.4812 0.196
C -2.3848 -1.7836 0.5074 -0.452
C 2.4062 -1.8597 -0.9836 1.024
C -1.6088 -1.0194 -0.2729 0.203
C -1.1840 -1.5741 -1.5527 -0.641
C 1.9750 2.5014 0.3365 -0.419
N -0.8579 0.0788 0.2463 -0.455
N 0.7951 1.7047 0.4760 -0.447
O 2.9466 -0.8806 -1.1994 -0.502
O 1.9537 -2.8866 -0.8051 -0.518
H -1.9970 0.8694 1.8588 0.216
H 0.2159 2.3490 2.3345 0.215
H -2.5265 -1.4909 1.5045 0.189
H -2.8674 -2.6052 0.0984 0.200
H -1.4505 -2.6115 -1.5850 0.220
H -1.7485 -1.0748 -2.3461 0.222
H -0.0924 -1.4131 -1.5532 0.232
H 1.8115 3.6313 0.5175 0.214
H 2.9031 2.1800 0.8261 0.219
H 2.2414 2.4948 -0.7387 0.239
```

***

Q: Which of them is the most stable? A: arrangement Q.

***

Arrangement P

# C3H4ClN2O

A structure of composition C3H4ClN2O (the ωB97M-V functional and the def2-TZVPD basis, the Open Molecules 2025 dataset).

HOMO-LUMO gap   8.8 eV
Charge   +1

The geometry in XYZ format:
```
11
Properties=species:S:1:pos:R:3:nbo_charge:R:1
C -1.4813 0.5577 0.0188 0.334
C 0.7518 0.9352 0.0507 -0.256
C 0.8232 -0.6479 0.0459 -0.331
N -0.5545 1.3539 0.1029 -0.314
N -0.5397 -1.0724 -0.1268 0.284
O -0.9959 -2.1592 -0.3490 -0.065
Cl -3.1318 0.4883 0.1024 0.270
H 1.2490 1.5368 0.8480 0.275
H 1.2934 1.0277 -0.9109 0.257
H 1.4430 -0.9551 -0.6964 0.268
H 1.1428 -1.0650 0.9144 0.279
```

***

Arrangement Q

# C3H4ClN2O

The ion C3H4ClN2O with charge +1 (the ωB97M-V functional and the def2-TZVPD basis, the Open Molecules 2025 dataset).

HOMO-LUMO gap   9.5 eV
Charge   +1
SMILES   C=[N+]1CN(Cl)C1=O

The geometry in XYZ format:
```
11
Properties=species:S:1:pos:R:3:nbo_charge:R:1
C 1.3897 1.2287 1.3017 0.803
C -0.6192 -0.3895 0.9840 0.139
C 0.8467 0.7663 -0.7262 -0.051
N 1.8858 1.6208 0.1251 -0.437
N 0.3617 0.2405 0.4814 -0.348
O 1.6128 1.2097 2.4475 -0.414
Cl 2.5047 3.1569 -0.3911 0.280
H -1.3140 -0.8590 0.3438 0.233
H -0.5034 -0.6130 2.1378 0.272
H 0.2313 1.5031 -1.2088 0.255
H 1.4093 -0.1075 -1.1766 0.268
```

***

Q: Which of them is the most stable? A: arrangement Q.